(1)
C16H37F6N4O8PdS2 | wB97M-V/def2-TZVPD

Geometry as XYZ:
```
74
Properties=species:S:1:pos:R:3:forces:R:3
Pd 0.7032 0.1459 0.3633 -0.47 -0.22 0.05
C 2.8210 -2.4982 3.3268 -0.63 -0.41 0.66
F 4.0261 -1.9165 3.3694 1.21 -0.17 -0.23
F 2.7198 -3.1516 2.1172 0.45 0.21 0.25
F 2.7246 -3.4346 4.2646 0.63 -0.55 0.18
S 1.2368 -1.2767 3.4530 2.72 -1.99 2.91
O 0.4697 -1.6749 4.6154 -0.91 0.63 0.32
O 1.9784 -0.0564 3.6917 0.05 2.00 -0.76
N 0.3513 -1.2903 1.8866 -0.85 2.42 0.20
S -0.4619 -2.5640 2.0452 -2.50 -2.66 -2.82
O -0.7816 -2.9307 0.6571 -0.46 -0.62 0.23
O -0.0671 -3.7017 2.8726 -0.14 1.89 -0.81
C -2.1675 -2.0011 2.7184 2.47 -0.13 -0.14
F -2.1529 -0.6872 3.0908 -0.54 -1.21 -0.33
F -3.0510 -2.2172 1.7356 -0.54 0.44 0.51
F -2.4345 -2.7597 3.7539 -0.94 0.14 0.43
C -4.2210 0.4316 1.1152 1.01 -0.25 -0.44
O -2.8608 0.8949 0.9340 -0.75 0.92 1.10
C -2.6870 2.2872 1.3139 -0.25 -1.70 -1.55
C -1.2353 2.5502 1.6393 -0.23 0.92 1.19
N -0.1276 2.2976 0.6769 -0.60 -0.57 -0.65
C -0.4706 2.7987 -0.6691 0.58 -0.56 -1.62
C 0.6002 2.5249 -1.8185 0.78 -0.84 2.03
O 1.1361 1.1477 -1.6454 0.56 1.14 -2.16
C 1.9421 0.6815 -2.8159 -0.94 0.27 0.21
H -4.4548 0.3534 2.1769 -0.10 0.28 0.03
H -4.2338 -0.5794 0.7081 -0.09 0.17 0.00
H -4.9252 1.0344 0.5417 -0.03 0.19 0.17
H -3.3715 2.5497 2.1205 0.40 -0.02 0.42
H -3.0401 2.8384 0.4423 0.12 0.51 -0.11
H -0.9845 2.1343 2.6151 0.16 -0.67 -0.28
H -1.1344 3.6152 1.8482 -0.61 0.47 0.04
H 0.4418 3.0858 0.9502 1.30 -0.90 0.55
H -0.4556 3.8707 -0.4722 -0.95 0.36 -1.16
H -1.3806 2.3503 -1.0678 -0.39 0.41 0.55
H 1.3869 3.2616 -1.6557 0.56 -0.21 -0.06
H 0.2702 2.6904 -2.8441 -0.60 -0.26 0.16
H 2.2249 -0.3698 -2.7631 -0.19 0.12 0.90
H 2.8491 1.2570 -3.0009 -0.07 0.32 0.45
H 1.3440 0.7221 -3.7262 -0.34 0.37 0.06
C 5.0133 0.9658 0.4974 0.48 -0.22 -0.27
C 3.6327 0.4042 0.1674 0.70 -0.95 -0.50
C 3.4871 -1.1093 -0.0951 2.04 1.07 1.58
O 2.1638 -1.3627 -0.3998 -0.71 -2.28 -1.66
C 2.0850 -2.6981 -1.0252 -0.47 0.33 -0.24
N 2.7153 0.8353 1.1977 -0.42 0.30 -1.27
H 5.7824 0.4615 -0.0876 0.20 0.19 0.04
H 5.2980 0.9842 1.5494 -0.20 -0.73 0.12
H 5.0091 2.0290 0.2574 0.10 0.08 -0.40
H 3.3152 0.9554 -0.7178 -0.01 -0.37 -0.31
H 3.8040 -1.6889 0.7720 -0.32 0.18 0.61
H 4.2479 -1.4730 -0.7858 -0.41 0.27 -1.09
H 2.4054 -3.4983 -0.3580 0.49 0.37 0.11
H 2.6497 -2.6088 -1.9533 0.54 -0.32 0.14
H 1.1002 -3.0269 -1.3572 -0.39 0.88 0.63
H 3.0207 1.7968 1.1498 -1.01 0.69 1.29
H 2.9318 0.4143 2.0899 -0.18 0.05 0.83
C -1.0659 -1.8193 -2.7613 -0.12 0.47 -0.71
C -1.6062 -0.4855 -2.1803 1.60 -2.27 -1.77
C -3.0660 -0.4403 -2.3564 -2.09 0.01 -1.00
O -3.7173 0.7136 -1.8332 -0.32 0.79 -0.84
C -4.0033 1.7520 -2.8114 0.90 0.05 1.00
N -1.2775 -0.5279 -0.8011 0.14 1.73 1.49
H -1.3833 -1.9233 -3.7989 -0.14 -0.21 -0.07
H -1.3742 -2.6885 -2.1803 -0.10 0.07 0.05
H 0.0234 -1.7956 -2.7920 -0.01 0.04 0.21
H -1.0672 0.2572 -2.7685 -0.10 0.68 0.44
H -3.4700 -1.3390 -1.8905 -0.22 0.08 0.62
H -3.4388 -0.5562 -3.3741 0.57 0.01 -0.51
H -4.3739 2.5960 -2.2296 -0.29 -0.14 -0.04
H -4.6788 1.5354 -3.6390 -0.34 -0.68 0.34
H -3.0985 2.1263 -3.2902 0.44 -0.17 -0.01
H -1.6867 -1.3457 -0.3721 0.66 -1.07 0.07
H -1.9048 0.1471 -0.3875 0.09 0.81 0.63
```
Positions in Å, forces in eV/Å.

Output
E_HOMO (alpha / beta) (eV): -3.081 / -8.288
Frontier orbital gap (alpha / beta) (eV): 2.72 / 7.71
2S+1: 4
Total charge: 0
LUMO (alpha / beta) (Ha): -0.01310 / -0.02123



(2)
C11H10NO3 | wB97M-V/def2-TZVPD

Geometry as XYZ:
```
25
Properties=species:S:1:pos:R:3:forces:R:3
C -3.3373 -0.9349 0.3001 0.02 -1.60 0.25
C -3.2543 0.1413 -0.5501 -0.91 2.74 -0.96
C -2.2347 -1.7034 0.4440 -1.05 -0.09 1.10
C -2.0376 0.7033 -1.0447 -1.85 -1.63 2.46
C -0.9546 -1.3446 -0.1061 0.97 1.79 0.73
C -0.8391 0.0641 -0.6927 0.59 -0.98 -0.91
C 2.5715 2.5296 0.5308 1.75 2.05 -1.51
C 2.8993 -1.8055 -0.1878 -0.76 -0.53 0.57
C 1.9945 1.8034 1.4618 0.63 -1.37 0.45
C 1.7250 0.1523 -0.9174 -2.28 3.84 -2.23
C 0.4230 0.5916 -1.1374 0.11 1.68 1.08
N 2.0399 -1.0198 -0.4744 0.12 -1.04 -0.55
O 3.4193 -2.7258 0.2459 1.48 -0.83 0.17
O 2.0559 0.4165 1.6538 -0.03 0.10 -0.49
O 3.0809 3.2937 -0.2288 -1.36 -2.14 1.81
H -4.2781 -1.2416 0.7424 0.06 0.07 -0.15
H -4.2808 0.6457 -0.7426 2.12 -0.53 -0.01
H -2.3678 -2.6359 0.9651 0.40 -0.28 0.18
H -2.1864 1.7150 -1.2955 0.70 0.98 -1.18
H -0.0857 -1.7055 0.4946 -0.65 0.42 -0.59
H 1.1787 2.2379 1.9495 -0.98 1.00 0.71
H 2.4011 0.9914 -1.2617 0.18 -1.74 0.56
H 0.3590 1.6964 -1.4131 0.11 -1.73 -0.07
H 2.6883 0.0274 2.2747 0.15 1.07 0.14
H -0.9800 -1.8924 -1.0103 0.48 -1.26 -1.56
```
Positions in Å, forces in eV/Å.

Output
E_HOMO (alpha / beta) (eV): -12.046 / -12.047
Frontier orbital gap (alpha / beta) (eV): 6.46 / 6.46
2S+1: 1
Total charge: +1
LUMO (alpha / beta) (Ha): -0.20540 / -0.20537



(3)
C14H48F2KN13O14S2 | wB97M-V/def2-TZVPD

Geometry as XYZ:
```
94
Properties=species:S:1:pos:R:3:forces:R:3
K -4.4892 26.1282 -14.5571 -0.01 0.49 -0.10
N -6.4961 28.7260 -14.6776 -2.16 -4.27 -0.54
S -7.2398 29.9887 -14.2783 -0.80 8.38 1.91
O -7.7459 29.9856 -12.9285 -0.17 -0.64 -1.06
O -7.9679 30.7011 -15.2920 -0.03 -1.40 0.41
F -5.9954 30.9801 -14.1460 0.51 -0.84 0.04
S -7.8475 27.6827 -14.6200 -0.69 -1.86 -0.32
O -8.8697 28.0005 -15.5738 0.99 0.07 0.95
O -8.2084 27.1792 -13.3232 0.41 0.97 -0.65
F -7.1491 26.4014 -15.2300 0.85 -0.05 -0.45
C -8.7304 33.6003 -11.6551 0.07 -0.13 0.14
C -8.6606 32.5821 -10.5092 -0.66 2.22 -0.18
O -7.6608 32.9100 -9.5525 0.05 -1.02 -0.38
H -9.5955 33.2901 -12.2452 0.27 0.04 -0.46
H -7.8203 33.7103 -12.2460 -0.05 -0.43 -0.17
H -8.9656 34.6120 -11.3180 0.02 -0.11 0.41
H -8.5688 31.5627 -10.8824 -0.05 0.00 0.10
H -9.6122 32.7977 -10.0055 -0.29 -0.96 -0.01
H -7.5742 32.0349 -9.1462 0.73 0.21 0.52
C -5.5170 27.6398 -19.1876 -1.93 1.06 1.00
C -6.1159 28.3441 -17.9249 1.37 -0.12 -0.92
O -5.1705 28.1262 -16.8823 0.39 -0.68 0.36
H -5.0430 26.6842 -18.9821 0.10 0.11 0.11
H -4.8736 28.3899 -19.6384 0.22 -0.46 -0.35
H -6.4250 27.4741 -19.7703 0.48 -0.10 -0.74
H -7.1346 28.0490 -17.6553 0.10 -0.43 0.05
H -6.1590 29.4135 -18.1451 -0.20 -0.01 -0.01
H -5.5728 28.4294 -16.0623 -0.01 0.40 -0.08
C -4.7383 31.7894 -16.9371 -0.42 0.24 0.66
C -3.4551 32.2346 -16.2376 0.80 -0.62 -0.85
O -2.9382 33.3595 -16.9322 0.18 0.51 -0.13
H -4.9744 30.7476 -16.7037 -0.13 0.19 0.18
H -4.7017 31.8661 -18.0235 0.62 -0.01 0.02
H -5.5643 32.4486 -16.6665 -0.13 -0.23 0.22
H -2.7224 31.4201 -16.3013 -0.02 -0.11 -0.13
H -3.4577 32.4787 -15.1715 -0.90 -0.05 0.00
H -2.0218 33.1945 -17.1588 0.02 0.07 0.01
C -2.4440 29.3849 -13.6078 0.01 1.16 -0.23
C -3.5885 29.5096 -12.6338 0.28 -0.07 0.47
O -4.5578 28.4732 -12.8561 0.71 -0.03 0.28
H -2.7692 29.6520 -14.6168 -0.09 -0.46 -0.14
H -1.9498 28.4148 -13.5726 -0.03 -0.02 -0.01
H -1.7254 30.1763 -13.3790 0.27 -0.23 0.13
H -4.0411 30.5026 -12.6411 -0.24 -0.07 -0.53
H -3.1976 29.4778 -11.6151 -0.22 -0.73 0.09
H -5.0852 28.7413 -13.6177 -0.10 0.07 0.24
C -7.0509 28.7716 -9.3281 1.72 -0.21 1.05
O -7.2675 29.9259 -8.9668 -0.61 -0.50 -0.38
N -6.8927 27.7195 -8.4602 -0.56 -0.26 0.76
N -6.6271 28.3971 -10.5601 -0.56 1.31 -0.84
H -6.7379 26.8009 -8.8339 -0.04 -0.11 -0.04
H -7.1679 27.7733 -7.4952 -0.07 0.34 -0.16
H -6.5804 27.4302 -10.8225 -0.10 -0.06 0.00
H -6.8036 29.0934 -11.2702 0.09 -0.30 -0.20
C -9.2503 30.4358 -18.9472 -0.78 -1.60 -1.69
O -8.1476 30.6294 -19.4391 -0.01 0.22 0.77
N -10.3434 30.2167 -19.7687 -0.42 0.38 -0.10
N -9.5321 30.1469 -17.6583 1.33 0.60 0.03
H -10.2401 30.1815 -20.7658 0.19 0.35 0.08
H -11.2735 30.1868 -19.3933 0.00 -0.06 -0.08
H -10.4537 29.9608 -17.3191 0.10 -0.17 0.13
H -8.6959 29.9825 -17.1221 -0.50 0.28 0.71
C -9.1983 23.5796 -15.4598 -0.34 -1.38 -0.80
O -8.8098 22.6394 -16.1456 0.24 0.39 0.44
N -9.2272 23.5814 -14.1081 0.64 0.18 0.56
N -9.7462 24.6916 -15.9889 -0.31 1.12 -0.19
H -8.7255 22.8397 -13.6552 -0.25 0.01 0.15
H -9.5996 24.4047 -13.6295 0.05 -0.62 0.26
H -9.7923 24.7941 -16.9852 -0.01 -0.08 0.07
H -10.1631 25.3718 -15.3737 -0.10 0.08 -0.27
C -6.2311 24.7512 -11.3353 -0.81 1.63 0.32
O -6.7608 25.3926 -10.4273 0.34 -0.77 0.03
N -6.6136 24.9288 -12.6225 0.94 -0.54 -1.11
N -5.1846 23.9137 -11.2127 0.39 -0.46 0.75
H -6.2702 24.2064 -13.2346 -0.72 -0.09 -0.34
H -7.4339 25.4412 -12.9087 -0.08 -0.02 0.28
H -4.6477 23.6566 -12.0169 0.08 -0.31 0.13
H -4.8673 23.6606 -10.2923 0.10 0.11 -0.11
C -10.8313 25.8328 -11.8296 1.37 -1.11 0.84
O -10.8100 25.5271 -13.0212 0.17 1.16 0.58
N -11.9555 26.2086 -11.1904 -1.99 0.80 -1.14
N -9.7882 25.6869 -10.9292 -0.41 -0.38 -1.30
H -12.5125 26.7557 -11.8378 -0.56 -0.41 0.40
H -11.9838 26.5296 -10.2419 0.42 0.23 0.02
H -10.0915 25.6440 -9.9772 0.70 0.35 0.33
H -8.8556 25.9465 -11.2014 0.12 -0.25 0.41
C -7.5480 23.8769 -19.0254 0.01 -1.66 0.02
O -7.0438 22.9305 -18.4540 0.47 0.23 -0.25
N -7.6260 25.1082 -18.4745 -0.25 1.49 0.24
N -8.1207 23.7701 -20.2664 -0.34 0.78 -0.42
H -7.0418 25.3706 -17.7025 -0.05 -0.37 0.07
H -8.1609 25.8585 -18.8770 0.12 -0.09 -0.16
H -8.3265 22.8931 -20.7057 0.21 -0.20 0.38
H -8.5097 24.5888 -20.7005 -0.01 -0.10 -0.05
```
Positions in Å, forces in eV/Å.

Output
E_HOMO (eV): -8.913
Frontier orbital gap (eV): 7.50
2S+1: 1
Total charge: 0
LUMO (Ha): -0.05201



(4)
C5H8O2 | wB97M-V/def2-TZVPD

Geometry as XYZ:
```
15
Properties=species:S:1:pos:R:3:forces:R:3
C 0.3050 0.3948 -1.6566 0.21 0.14 -0.27
C -0.4510 0.4215 -0.3647 0.16 0.07 -0.43
C -0.8836 -0.9306 0.1312 -0.57 -0.04 -0.61
O 0.1936 -1.6827 0.6585 0.06 -0.18 0.20
C -0.3737 -0.6713 1.4789 -0.07 0.53 -0.79
C 0.3096 0.6407 0.9911 -0.47 0.09 0.09
O 1.7066 0.6521 0.9195 -0.11 -0.37 0.22
H -0.3767 0.1712 -2.4839 0.13 0.09 0.04
H 1.0565 -0.4002 -1.6178 0.00 0.18 -0.10
H 0.7990 1.3465 -1.8308 0.13 0.05 -0.23
H -1.3073 1.1119 -0.3805 0.15 -0.25 -0.08
H -1.7712 -1.5142 -0.1001 0.10 0.22 -0.06
H -1.1986 -0.8570 2.1107 0.32 -0.48 2.09
H 0.0157 1.5426 1.5330 -0.05 -0.16 -0.13
H 1.9760 -0.2254 0.6114 0.01 0.10 0.04
```
Positions in Å, forces in eV/Å.

Output
E_HOMO (eV): -9.810
Frontier orbital gap (eV): 10.81
2S+1: 1
ΔE to the lowest compared entry with this formula, charge and spin (kJ/mol): 285.5
Total charge: 0
SMILES: C[C@@H]1[C@H](O)[C@@H]2O[C@H]12
LUMO (Ha): 0.03693